# C20H60ClN12O12

A 9-piece molecular cluster, C20H60ClN12O12 overall in a non-equilibrium geometry (ωB97M-V with the def2-TZVPD basis set, the Open Molecules 2025 dataset).

XYZ file:
```
105
Properties=species:S:1:pos:R:3:lowdin_charge:R:1
Cl -0.4936 0.0037 -0.0597 0.654
O 0.6588 0.2316 0.7884 -0.358
O -0.2486 0.3459 -1.4343 -0.342
O -0.7583 -1.4214 0.0644 -0.376
O -1.6277 0.7294 0.4737 -0.362
C -1.5567 -0.6234 4.1880 -0.693
O -1.9002 -0.6932 5.3566 0.009
N -2.0634 -1.3561 3.1507 0.161
N -0.6933 0.3139 3.6804 0.162
H -1.7191 -1.0610 2.2528 0.045
H -2.7514 -2.0727 3.2738 0.111
H -0.3207 1.1018 4.2207 0.045
H -0.3780 0.1999 2.7316 0.042
C -4.9836 0.2023 2.4318 -0.694
O -5.9834 -0.2774 2.9507 0.002
N -4.5447 -0.2030 1.1992 0.159
N -4.2238 1.1608 3.0369 0.167
H -4.8003 -1.1435 0.9578 0.094
H -3.6357 0.1278 0.9144 0.047
H -4.5052 1.4670 3.9484 0.102
H -3.2504 1.1985 2.7782 0.065
C 3.6627 -1.2015 -2.5060 -0.660
O 4.7174 -1.5596 -2.9999 0.021
N 3.4063 -1.0213 -1.1718 0.168
N 2.6552 -0.7293 -3.3200 0.142
H 4.2106 -0.6530 -0.6936 0.107
H 2.4863 -0.6884 -0.9473 0.062
H 1.7187 -0.6859 -2.9578 0.067
H 2.8446 -0.5949 -4.2908 0.077
C 0.1906 1.8708 -5.6681 -0.682
O -0.9939 2.0438 -5.4360 0.029
N 0.7557 2.1952 -6.8804 0.136
N 0.9955 1.1449 -4.8521 0.156
H 1.5818 1.7280 -7.2014 0.086
H 0.1611 2.6810 -7.5240 0.095
H 1.9800 1.2034 -5.0262 0.083
H 0.5967 0.8332 -3.9861 0.081
C -3.0763 -4.4765 -1.2125 -0.064
C -2.8100 -3.6398 -2.4566 -0.417
C -3.8137 -2.4719 -2.6458 -0.167
O -4.8519 -2.7518 -3.5882 -0.196
C -4.4239 -2.8569 -4.9238 -0.129
N -1.4173 -3.1350 -2.4078 0.049
H -2.2487 -5.1625 -1.0194 0.059
H -3.8839 -5.1953 -1.3844 0.078
H -3.2617 -3.8778 -0.3207 0.073
H -2.9228 -4.3190 -3.3057 0.124
H -3.2695 -1.6046 -3.0283 0.120
H -4.3677 -2.3373 -1.7181 0.117
H -4.6620 -1.9206 -5.4300 0.088
H -4.7837 -3.7668 -5.4094 0.085
H -3.3398 -3.0296 -5.0161 0.079
H -1.2912 -2.4816 -1.6334 0.026
H -1.4193 -2.4731 -3.1856 0.057
C 5.4919 3.9625 -2.3582 -0.060
C 4.5918 4.7970 -1.4369 -0.431
C 4.0783 4.0189 -0.2031 -0.189
O 3.5465 2.7649 -0.6214 -0.206
C 2.1578 2.8010 -0.8552 -0.103
N 5.4267 5.8936 -0.8924 0.017
H 6.5363 3.9006 -2.0558 0.076
H 5.4112 4.3598 -3.3701 0.070
H 5.1217 2.9353 -2.3199 0.070
H 3.7242 5.0866 -2.0396 0.126
H 3.2563 4.6093 0.2112 0.116
H 4.9122 3.8068 0.4605 0.128
H 1.5570 2.9840 0.0444 0.080
H 1.7840 1.8293 -1.1752 0.053
H 1.9421 3.5366 -1.6370 0.092
H 5.6510 6.4779 -1.6985 0.068
H 4.8433 6.5220 -0.3385 0.067
C 1.4273 3.2336 3.2378 -0.046
C 0.1572 3.5145 4.0064 -0.422
C -1.0904 3.5956 3.1472 -0.207
O -0.8988 4.6838 2.2524 -0.172
C -1.8739 4.6322 1.2480 -0.125
N 0.0033 2.6398 5.1943 0.024
H 1.2896 2.3678 2.5757 0.073
H 2.2303 2.9360 3.9166 0.079
H 1.7618 4.0388 2.5898 0.073
H 0.2966 4.5160 4.4457 0.134
H -1.9901 3.6884 3.7674 0.130
H -1.1997 2.6935 2.5332 0.100
H -2.8952 4.6452 1.6416 0.090
H -1.7534 3.8013 0.5400 0.088
H -1.8196 5.4806 0.5562 0.084
H 0.9234 2.5594 5.6203 0.081
H -0.5083 3.1331 5.9186 0.087
C 0.8962 -4.8022 -0.2337 -0.058
C 1.2074 -5.0390 1.2230 -0.439
C 0.3628 -4.3023 2.2162 -0.225
O 0.7558 -4.6319 3.5295 -0.194
C -0.1919 -4.2050 4.4887 -0.093
N 1.1737 -6.4932 1.5242 0.028
H 0.9885 -3.7066 -0.3123 0.069
H -0.1182 -5.0018 -0.5655 0.050
H 1.6653 -5.1647 -0.9120 0.078
H 2.2501 -4.7297 1.3965 0.137
H -0.7007 -4.5685 2.0721 0.132
H 0.3448 -3.2139 2.0697 0.123
H 0.2536 -4.2654 5.4782 0.086
H -1.0787 -4.8471 4.4647 0.091
H -0.4722 -3.1731 4.2618 0.064
H 1.9491 -6.9921 1.1084 0.060
H 1.2754 -6.6067 2.5278 0.054
```

Frontier orbital gap = 0.3264 Eh
HOMO = -6.810 eV
LUMO energy = 2.1 eV
Total charge = -1